Here is the molecule C25H32N6O3S from the Open Molecules 2025 dataset. Energies are from ωB97M-V/def2-TZVPD.

Structure (ORCA input):
```
! RIJCOSX wB97M-V def2-TZVPD def2/J DEFGRID3
* xyz 0 1
C -3.3926 4.8270 5.8984
C -2.3724 3.7565 6.2606
O -2.0916 2.8980 5.1581
C -1.1893 3.3698 4.2619
O -0.6487 4.4476 4.3528
N -0.9361 2.4753 3.2808
C -1.6815 1.2609 3.0562
C -2.5885 1.4407 1.8280
N -1.7873 1.8263 0.6872
C -1.6216 1.1471 -0.4577
O -0.8616 1.5167 -1.3401
C -2.4243 -0.1265 -0.6624
S -1.7569 -1.4887 0.3793
C -0.0772 -0.9989 0.3855
N 0.5107 -0.3757 1.3657
N 1.7824 -0.1665 1.0030
C 1.9569 -0.6639 -0.1946
C 3.2536 -0.6630 -0.9235
C 3.7533 -2.0607 -1.1085
C 3.8112 -2.8281 -2.2478
C 4.3199 -4.0871 -1.8801
C 4.5490 -4.0434 -0.5320
N 4.1985 -2.8171 -0.0645
C 4.3621 -2.3698 1.2912
N 0.7985 -1.2269 -0.6381
C 0.5161 -1.8836 -1.8851
C 0.4919 -0.8965 -3.0640
C -0.3409 -1.4418 -4.1899
C 0.0359 -2.6095 -4.8430
C -0.7412 -3.1262 -5.8636
C -1.9059 -2.4812 -6.2451
C -2.2862 -1.3154 -5.6037
C -1.5080 -0.8003 -4.5813
C -1.0062 3.0289 0.9189
C -0.1150 2.8481 2.1510
H -4.3050 4.3688 5.5231
H -3.6279 5.4186 6.7784
H -2.9809 5.4811 5.1339
H -1.4409 4.2248 6.5940
H -2.7560 3.0942 7.0399
H -0.9666 0.4549 2.8561
H -2.2781 1.0266 3.9354
H -3.3134 2.2407 2.0252
H -3.1247 0.5138 1.6410
H -2.3374 -0.4244 -1.7080
H -3.4747 -0.0203 -0.3998
H 3.9546 -0.0682 -0.3341
H 3.1315 -0.1926 -1.9000
H 3.5422 -2.5130 -3.2379
H 4.4938 -4.9207 -2.5310
H 4.9340 -4.7967 0.1269
H 3.5001 -1.7858 1.6150
H 5.2551 -1.7453 1.3874
H 4.4714 -3.2355 1.9425
H 1.2691 -2.6610 -2.0441
H -0.4628 -2.3624 -1.7807
H 1.5107 -0.7200 -3.4147
H 0.0803 0.0567 -2.7243
H 0.9455 -3.1155 -4.5527
H -0.4369 -4.0338 -6.3641
H -2.5125 -2.8846 -7.0422
H -3.1907 -0.8045 -5.9003
H -1.8010 0.1169 -4.0897
H -1.6933 3.8669 1.0802
H -0.4043 3.2170 0.0294
H 0.6127 2.0516 1.9728
H 0.3992 3.7794 2.3887
*
```

Values from the calculation:
**Energy above the lowest of the compared OMol25 structures with the same formula, charge and spin**: 0.050 eV
**M**: 496.6 g mol⁻¹
**LUMO level**: 0.50 eV
**Kohn-Sham gap**: 8.8 eV
**Highest occupied orbital energy**: -8.3 eV



Here is a cluster of 2 separate species, C3H6N4O in total at a distorted geometry from the Open Molecules 2025 dataset. Energies are from ωB97M-V/def2-TZVPD.

Structure (ORCA input):
```
! RIJCOSX wB97M-V def2-TZVPD def2/J DEFGRID3
* xyz 0 1
C 0.2103 0.0022 -1.5378
C -0.3675 0.5233 -0.1709
C -0.4778 -0.2781 1.0032
H 1.7495 -0.9294 -0.7170
H 0.3671 -2.1163 -1.0249
H -0.7536 -0.3619 -1.8722
H 0.8501 0.8917 -1.9636
H -0.2714 2.6927 -0.0366
H 0.3586 -1.3413 2.5616
N 1.0618 -1.2616 -1.3977
N -0.6477 1.6565 0.2856
N -0.9072 1.6769 1.5634
N -0.7621 0.4059 2.0379
O -0.4102 -1.5607 1.2690
*
```

Values from the calculation:
**Energy above the lowest of the compared OMol25 structures with the same formula, charge and spin**: 7.238 eV
**M**: 114.1 g mol⁻¹
**LUMO level**: -0.85 eV
**Kohn-Sham gap**: 7.7 eV
**Highest occupied orbital energy**: -8.6 eV



Here is a cluster of 5 separate species, C47H96ClIN6O15P in total at a distorted geometry from the Open Molecules 2025 dataset. Energies are from ωB97M-V/def2-TZVPD.

Structure (ORCA input):
```
! RIJCOSX wB97M-V def2-TZVPD def2/J DEFGRID3
* xyz 1 1
C 7.1691 -0.8555 -1.6696
C 5.6952 -1.3151 -1.1105
O 4.5787 -1.0782 -2.0389
C 3.2907 -1.2370 -1.3458
C 2.5077 0.2376 -1.2803
O 1.2535 -0.0350 -0.5168
C 1.3961 0.5142 0.8733
C 0.3741 -0.4237 1.8089
I 0.2759 -2.3710 0.8269
C -1.1105 0.2811 1.6195
O -1.6695 0.1638 0.2646
C -2.9763 0.8220 0.1323
O -3.8717 0.2434 -0.7074
C -3.4588 2.2089 0.8642
C -2.9500 3.7319 0.4698
C -3.6154 5.0020 1.3273
C -4.7220 4.8010 2.5392
C -5.2041 3.2835 2.9598
C -4.5669 2.0362 2.0962
O -2.1314 -0.1879 2.5675
C -1.6572 0.2839 3.8756
C -0.3272 -0.6664 4.2407
P -1.0273 -2.4374 4.3638
O -1.1976 -2.7839 5.9295
N 0.8283 -0.4725 3.2846
Cl 1.3567 1.1857 3.5866
C 1.9924 -1.4065 3.4385
C 3.0282 -1.1132 4.6705
C 2.4044 -1.2700 6.1781
C 3.3914 -2.0400 7.2526
N 2.5794 -3.1604 7.8635
C 3.2718 -4.5029 7.7864
C 2.0722 -2.8350 9.2508
C 0.4701 -3.1877 9.5439
O 2.7923 -2.2806 10.2442
H 7.8437 -1.7529 -2.0415
H 7.7286 -0.3501 -0.7485
H 7.1285 -0.0438 -2.5322
H 5.7443 -2.4650 -0.8990
H 5.4681 -0.6725 -0.1326
H 3.3638 -1.7530 -0.2921
H 2.5869 -1.9152 -2.0297
H 3.1652 1.0851 -0.8120
H 2.3070 0.5457 -2.4009
H 1.0547 1.6308 0.8012
H 2.5289 0.3605 1.1428
H -0.9389 1.4403 1.8180
H -2.1497 3.8846 -0.3936
H -3.3128 6.1094 1.0714
H -5.1790 5.7053 3.1505
H -5.9709 3.0368 3.8239
H -4.9136 0.9409 2.3832
H -2.4454 0.0202 4.7306
H -1.4404 1.4281 3.9517
H -0.0694 -0.3366 5.3593
H -0.2878 -3.4443 3.6469
H -2.4001 -2.4509 3.8395
H 2.6711 -1.3727 2.4549
H 1.7032 -2.5611 3.5312
H 3.8570 -1.9723 4.5907
H 3.6646 -0.1099 4.5495
H 2.2102 -0.1617 6.5771
H 1.3737 -1.8246 6.1258
H 3.8366 -1.2815 8.0590
H 4.3458 -2.5101 6.7138
H 2.4030 -5.3217 7.7828
H 3.9046 -4.6550 6.7858
H 3.9564 -4.6948 8.7182
H -0.2020 -2.6984 8.6879
H 0.3794 -4.3695 9.4132
H 0.1266 -2.8375 10.6093
C 7.3290 3.8976 -3.0573
O 7.6237 4.6710 -1.9011
C 7.2517 6.0481 -2.0361
C 6.0721 6.3825 -1.1089
N 4.8343 5.7461 -1.5724
C 3.7403 5.8115 -0.5962
C 3.9426 5.0741 0.7427
O 3.9952 3.6513 0.6198
C 5.2791 3.1357 0.2935
H 7.7818 2.9104 -2.9309
H 6.2503 3.7651 -3.1705
H 7.7470 4.3585 -3.9569
H 7.0342 6.3191 -3.0769
H 8.1186 6.6372 -1.7181
H 5.9314 7.4682 -1.0820
H 6.3363 6.0440 -0.1029
H 5.0199 4.7681 -1.7779
H 2.8592 5.3805 -1.0880
H 3.5040 6.8627 -0.3966
H 3.0618 5.2842 1.3611
H 4.8001 5.4519 1.3097
H 6.0910 3.7382 0.7096
H 5.3820 3.0453 -0.7882
H 5.3542 2.1260 0.7094
C -1.6920 -4.8976 -0.7410
O -1.2428 -5.9013 0.1606
C -1.7251 -5.7134 1.4966
C -2.7343 -6.8124 1.8663
N -3.9905 -6.6519 1.1258
C -4.8886 -7.8073 1.2375
C -4.3949 -9.1456 0.6522
O -4.2701 -9.1460 -0.7715
C -3.0361 -8.6313 -1.2543
H -1.1583 -5.0260 -1.6866
H -2.7618 -5.0032 -0.9371
H -1.4782 -3.8968 -0.3550
H -2.1477 -4.7122 1.6484
H -0.8562 -5.8063 2.1570
H -2.9404 -6.7658 2.9408
H -2.2678 -7.7770 1.6462
H -3.7804 -6.5056 0.1422
H -5.8139 -7.5328 0.7156
H -5.1545 -7.9508 2.2907
H -5.1593 -9.8976 0.8813
H -3.4752 -9.5030 1.1277
H -2.2041 -8.8292 -0.5733
H -3.1277 -7.5626 -1.4501
H -2.8182 -9.1163 -2.2111
C -2.4573 -4.0987 -5.2207
O -3.1787 -4.6061 -4.1053
C -4.0729 -3.6457 -3.5301
C -5.5346 -4.0515 -3.7787
N -5.8936 -3.9061 -5.1936
C -7.1819 -4.5192 -5.5375
C -7.3015 -6.0484 -5.3805
O -6.4935 -6.7910 -6.2960
C -5.1506 -6.9852 -5.8722
H -1.6955 -4.8332 -5.4959
H -3.1191 -3.9572 -6.0786
H -1.9583 -3.1576 -4.9723
H -3.8725 -2.6271 -3.8855
H -3.8900 -3.6581 -2.4502
H -6.1922 -3.4192 -3.1728
H -5.6509 -5.0874 -3.4472
H -5.1727 -4.3375 -5.7657
H -7.3717 -4.2731 -6.5899
H -7.9734 -4.0341 -4.9555
H -8.3380 -6.3154 -5.6184
H -7.1378 -6.3831 -4.3505
H -5.0608 -7.0618 -4.7854
H -4.5180 -6.1842 -6.2555
H -4.7885 -7.9198 -6.3124
C 2.6480 9.2762 -3.4123
O 1.5255 10.0121 -3.8818
C 1.0585 9.5693 -5.1618
C -0.3155 8.8926 -5.0313
N -0.2086 7.5994 -4.3470
C -1.5057 7.0307 -3.9623
C -2.3451 7.8158 -2.9344
O -1.7687 7.8612 -1.6275
C -0.8133 8.8971 -1.4411
H 3.0315 9.7743 -2.5176
H 2.3575 8.2593 -3.1374
H 3.4436 9.2495 -4.1624
H 1.7824 8.9155 -5.6643
H 0.9440 10.4671 -5.7789
H -0.7378 8.7385 -6.0299
H -0.9696 9.5760 -4.4820
H 0.3512 7.7133 -3.5063
H -1.2972 6.0397 -3.5399
H -2.1038 6.8659 -4.8655
H -3.2949 7.2801 -2.8194
H -2.6109 8.8198 -3.2821
H -1.0385 9.7869 -2.0350
H 0.1876 8.5274 -1.6653
H -0.8226 9.1799 -0.3836
*
```

Values from the calculation:
**Energy above the lowest of the compared OMol25 structures with the same formula, charge and spin**: 18.797 eV
**M**: 1178.6 g mol⁻¹
**LUMO level**: -4.59 eV
**Kohn-Sham gap**: 5.2 eV
**Highest occupied orbital energy**: -9.8 eV



Here is the ion C16H30BBrI2N2O5P with charge +1 at a distorted geometry from the Open Molecules 2025 dataset. Energies are from ωB97M-V/def2-TZVPD.

Structure (ORCA input):
```
! RIJCOSX wB97M-V def2-TZVPD def2/J DEFGRID3
* xyz 1 1
C 1.7453 4.3995 1.4456
O 1.6539 4.4881 0.0048
B 0.4833 3.9589 -0.5185
O -0.6566 4.6766 -0.3669
N 0.4721 2.6428 -1.3358
O 0.3829 2.8971 -2.7292
C 0.8001 4.1172 -3.0517
N 1.4047 4.9575 -3.4735
C 1.8841 2.0764 -1.2292
C 1.6378 0.6764 -1.8891
C 0.5211 0.1838 -0.8996
O -0.1228 -1.0186 -1.0518
C 0.6941 -2.1561 -1.3285
C 1.1055 -3.0066 -0.0697
C 2.0129 -2.1730 0.8821
C -0.2228 -3.5322 0.5508
C -0.1018 -4.5833 1.7144
C -0.7724 -3.9669 2.9843
C 1.3150 -5.1507 1.9764
C -0.4048 1.4975 -0.8546
C -1.7664 1.4805 -1.6108
I -1.6663 0.4910 -3.5630
C -2.9904 0.8316 -0.8267
C -4.2469 1.7377 -1.0937
I -3.4868 -1.1199 -1.6808
P -0.5292 1.7921 1.0401
O -1.9474 2.6403 1.3278
Br -0.9574 -0.1630 2.0781
H 2.1191 3.4151 1.7789
H 2.4475 5.1886 1.7664
H 0.7801 4.5895 1.9574
H -0.5838 5.2824 0.3881
H 2.6987 2.6574 -1.6903
H 2.2497 1.9596 -0.1907
H 2.5192 0.0392 -1.6623
H 1.4730 0.6345 -2.9743
H 1.0777 0.2510 0.0731
H 0.0705 -2.8458 -1.9350
H 1.6112 -1.9833 -1.9222
H 1.6423 -3.8844 -0.4837
H 2.8446 -2.7739 1.2986
H 1.4933 -1.7290 1.7472
H 2.5006 -1.3679 0.2895
H -0.7715 -4.0338 -0.2777
H -0.8708 -2.6865 0.8484
H -0.7399 -5.4501 1.4379
H -0.9999 -4.7041 3.7723
H -1.7596 -3.5807 2.6433
H -0.2104 -3.0806 3.3395
H 1.2118 -5.9510 2.7358
H 1.9725 -4.3910 2.4494
H 1.8232 -5.5257 1.0715
H -2.0335 2.5291 -1.8335
H -2.8550 0.6497 0.2440
H -3.9918 2.8089 -1.1718
H -4.7184 1.3808 -2.0291
H -5.0197 1.5998 -0.3135
H -2.2214 2.3274 2.2115
*
```

Values from the calculation:
**M**: 705.9 g mol⁻¹
**LUMO level**: -4.23 eV
**Kohn-Sham gap**: 6.3 eV
**Highest occupied orbital energy**: -10.6 eV



Here is the molecule C3H4O2 at a distorted geometry from the Open Molecules 2025 dataset. Energies are from ωB97M-V/def2-TZVPD.

Structure (ORCA input):
```
! RIJCOSX wB97M-V def2-TZVPD def2/J DEFGRID3
* xyz 0 1
C -0.2585 0.0932 1.4844
C 0.3839 0.0107 0.3103
C -0.3741 -0.1895 -0.9397
O -1.5661 -0.3531 -0.9769
O 0.2610 -0.0828 -2.1155
H 0.2610 0.2146 2.4667
H -1.3676 0.0685 1.4788
H 1.4557 0.1446 0.2561
H 1.2048 0.0937 -1.9642
*
```

Values from the calculation:
**Energy above the lowest of the compared OMol25 structures with the same formula, charge and spin**: 0.465 eV
**M**: 72.1 g mol⁻¹
**LUMO level**: 0.33 eV
**Kohn-Sham gap**: 10.9 eV
**Highest occupied orbital energy**: -10.6 eV